# 1
Computed, not measured: the ion CH3O3 with charge +1 in a non-equilibrium geometry, with ωB97M-V/def2-TZVPD.

Last column: natural (NBO) charge in e.
Geometry (Å):
C: -0.9951 0.0205 0.0460  -0.18
O: 2.6393 -0.0885 0.0927  0.28
O: 0.5881 0.4041 -0.0273  -0.12
O: 1.5346 -0.4441 -0.1380  0.29
H: -1.3398 0.5325 -0.7841  0.23
H: -1.2362 -0.9907 -0.1462  0.25
H: -1.1909 0.5662 0.9569  0.25

Total charge = +1
Gap between HOMO and LUMO (alpha / beta) = 0.478 / 0.308 hartree
Spin multiplicity = 3
Maximum force = 0.1064 Eh/bohr


# 2
Computed, not measured: a cluster of 2 separate species, CH3O3P in total in a non-equilibrium geometry, with ωB97M-V/def2-TZVPD.

Last column: natural (NBO) charge in e.
Geometry (Å):
C: -1.1470 -0.0263 -0.0764  -0.27
O: 2.3854 -1.2546 -0.5046  -0.95
O: -0.4422 1.0518 -0.4698  -0.24
O: 0.3089 1.4606 0.7198  -0.27
P: 2.7201 -0.1668 0.3540  1.18
H: -0.5350 -0.9392 -0.2370  0.17
H: -1.9263 -0.1614 -0.7872  0.19
H: -1.3638 0.0360 1.0012  0.20

Gap between HOMO and LUMO (alpha / beta) = 0.328 / 0.228 hartree
Spin multiplicity = 1
Maximum force = 0.0972 Eh/bohr


# 3
Computed, not measured: an isolated molecule of CH3O4P in a non-equilibrium geometry, with ωB97M-V/def2-TZVPD.

Last column: natural (NBO) charge in e.
Geometry (Å):
O: -1.7819 -0.8475 0.1861  -0.98
P: -0.9756 0.4383 0.8456  1.14
O: -0.0528 1.0346 -0.4756  -0.80
C: 1.2994 0.2890 -0.5589  0.57
O: 2.0091 0.1336 0.5635  -0.22
O: 1.2968 -0.9074 0.1204  -0.26
H: -1.4519 -1.6823 0.4713  0.49
H: -1.9124 1.2006 0.4102  -0.12
H: 1.5694 0.3410 -1.5627  0.18

Structure (SMILES) = OPOC1OO1
Gap between HOMO and LUMO = 0.384 hartree
Spin multiplicity = 1
Maximum force = 0.1258 Eh/bohr


# 4
Computed, not measured: a cluster of 2 separate species, CH3O4P in total in a non-equilibrium geometry, with ωB97M-V/def2-TZVPD.

Last column: natural (NBO) charge in e.
Geometry (Å):
C: 0.8413 -0.5736 -0.3487  0.74
O: -2.3396 2.5028 0.5240  -1.06
O: 1.5388 -0.1916 0.6386  -0.60
O: 0.2749 -1.7996 -0.2055  -0.66
O: -0.8614 0.5691 0.1661  -1.14
P: -1.1185 2.0644 -0.1364  1.45
H: 1.0852 -0.0315 -1.3194  0.22
H: 1.0779 -0.6061 1.4878  0.53
H: -0.4986 -1.9338 -0.8065  0.53

Gap between HOMO and LUMO = 0.316 hartree
Spin multiplicity = 1
Maximum force = 0.0625 Eh/bohr


# 5
Computed, not measured: a cluster of 2 separate species, CH3O4S in total in a non-equilibrium geometry, with ωB97M-V/def2-TZVPD.

Last column: natural (NBO) charge in e.
Geometry (Å):
C: 0.8780 0.0055 0.1771  0.31
O: -3.1998 -1.2922 0.0785  -0.98
O: -1.0430 0.3675 0.0655  -0.95
O: -3.3735 1.1939 0.4965  -1.00
O: 1.4591 0.9771 -0.4228  -0.70
S: -2.8753 0.1073 -0.4028  1.65
H: 0.8889 -0.0513 1.2343  0.10
H: 0.8190 -0.8906 -0.2871  0.10
H: -0.9227 1.2708 0.1684  0.47

Total charge = -1
Gap between HOMO and LUMO = 0.326 hartree
Spin multiplicity = 1
Maximum force = 0.1092 Eh/bohr


# 6
Computed, not measured: a structure of composition CH3O4S in a non-equilibrium geometry, with ωB97M-V/def2-TZVPD.

Last column: natural (NBO) charge in e.
Geometry (Å):
C: -0.1088 -0.0232 0.7083  0.23
O: -1.7002 0.5923 -1.1132  -0.92
O: -2.7675 -0.0823 1.2626  -1.00
O: 0.8491 -1.2185 -0.3932  -0.98
O: 0.2739 1.0713 0.2513  -0.73
S: -1.8450 -0.5052 0.1026  1.33
H: 0.2026 -0.4197 1.7358  0.16
H: 1.3710 -0.5167 -0.7734  0.43
H: -0.8427 1.0413 -0.5886  0.47

Total charge = -1
Gap between HOMO and LUMO = 0.319 hartree
Spin multiplicity = 1
Maximum force = 0.0681 Eh/bohr